Record 1
105
Properties=species:S:1:pos:R:3:forces:R:3:mulliken_charge:R:1 method="wB97M-V/def2-TZVPD" homo_ev="-12.8766 / -12.8765" total_charge=+2 lumo_energy_ev="-7.55 / -7.55" gap_ev="5.33 / 5.33"
Ir -0.186 0.575 -0.382 -1.529 -0.448 -0.010 2.381
C 2.622 0.368 -2.578 0.050 -0.051 0.309 -1.395
C 3.320 0.169 -1.233 0.553 -0.082 -1.161 1.259
C 4.359 1.262 -1.005 -0.283 -0.101 0.122 -1.455
C 3.972 -1.207 -1.176 -0.205 0.166 0.129 -1.559
O 2.292 0.269 -0.209 -1.335 0.189 -0.259 -0.002
Si 2.515 0.109 1.416 -1.088 0.071 0.960 -0.825
S 0.373 0.305 1.917 -0.683 0.211 -1.835 -0.361
O 3.389 1.226 2.137 0.128 -0.474 -0.294 0.469
C 3.264 2.552 2.680 0.049 0.670 0.259 1.845
C 2.364 3.410 1.796 0.068 -0.272 0.127 -1.432
C 4.674 3.139 2.719 -0.337 -0.229 -0.020 -1.735
C 2.683 2.431 4.085 0.147 -0.096 -0.307 -1.561
O 2.991 -1.378 1.706 0.208 0.075 -0.375 -0.395
C 3.078 -2.234 2.859 0.119 -0.516 0.311 1.553
C 4.305 -3.115 2.641 -0.283 0.229 0.041 -1.743
C 3.209 -1.393 4.117 0.067 -0.093 -0.337 -1.443
C 1.804 -3.074 2.892 0.208 0.206 -0.035 -1.476
H 3.254 -0.006 -3.381 0.028 0.006 -0.051 0.578
H 2.422 1.418 -2.767 -0.090 0.122 -0.017 0.244
H 1.681 -0.186 -2.596 0.007 -0.061 -0.057 -0.091
H 5.068 1.275 -1.829 0.046 -0.046 -0.076 0.515
H 4.903 1.082 -0.083 0.152 0.038 0.124 0.334
H 3.881 2.237 -0.945 -0.032 0.113 -0.008 0.157
H 4.753 -1.274 -1.929 0.037 0.041 -0.101 0.520
H 3.237 -1.986 -1.363 -0.063 -0.135 0.012 0.322
H 4.420 -1.373 -0.202 0.084 -0.118 0.041 0.259
H 2.761 3.454 0.785 0.082 0.036 -0.179 0.185
H 2.329 4.418 2.197 -0.041 0.132 0.012 0.694
H 1.352 3.007 1.769 -0.068 0.046 0.026 0.171
H 5.055 3.281 1.710 0.065 0.012 -0.090 0.378
H 5.342 2.475 3.258 0.090 -0.063 0.079 0.385
H 4.651 4.099 3.225 0.046 0.131 0.033 0.446
H 1.679 2.010 4.042 -0.139 -0.003 0.052 0.223
H 2.635 3.409 4.555 -0.061 0.104 0.052 0.514
H 3.309 1.787 4.695 0.080 -0.074 0.096 0.351
H 5.211 -2.516 2.675 0.122 0.052 -0.003 0.405
H 4.244 -3.605 1.672 -0.013 -0.079 -0.073 0.299
H 4.358 -3.875 3.415 0.052 -0.092 0.097 0.490
H 4.096 -0.771 4.055 0.140 0.104 0.063 0.351
H 3.283 -2.030 4.992 -0.020 -0.062 0.140 0.563
H 2.339 -0.749 4.220 -0.184 0.123 0.167 0.238
H 1.695 -3.634 1.966 0.016 -0.065 -0.103 0.325
H 0.937 -2.426 3.019 -0.102 0.008 0.046 0.144
H 1.846 -3.772 3.723 -0.027 -0.104 0.114 0.555
C -0.653 2.309 -3.331 -0.030 0.378 0.237 -1.175
C -0.637 3.401 -2.266 -0.054 -0.299 0.243 0.115
C 0.660 3.367 -1.469 -0.223 0.298 -0.161 -1.653
C -1.815 3.253 -1.283 0.396 0.768 -0.146 -0.189
C -3.194 3.642 -1.856 0.508 0.555 -0.034 -0.699
O -4.006 2.494 -1.615 -0.245 -0.658 0.258 -0.360
C -3.256 1.556 -1.056 -0.138 -0.293 0.213 -0.107
N -2.023 1.866 -0.855 1.738 -1.650 0.436 -0.013
C -3.957 0.325 -0.669 -0.359 -0.253 0.082 -0.048
C -5.309 0.452 -0.337 0.194 0.173 -0.190 -0.664
C -6.052 -0.640 0.079 0.141 -0.160 -0.027 -0.829
C -5.449 -1.885 0.148 -0.080 0.182 -0.061 -0.855
C -4.117 -2.030 -0.201 0.217 -0.058 -0.028 -0.641
C -3.353 -0.942 -0.615 0.342 0.475 0.144 0.034
P -1.625 -1.217 -1.150 -0.080 0.269 0.267 1.452
C -1.385 -2.976 -0.772 0.647 0.444 0.319 -0.017
C -1.697 -3.967 -1.701 -0.030 0.250 -0.150 -0.163
C -1.660 -5.296 -1.322 -0.025 -0.023 0.006 -0.877
C -1.315 -5.643 -0.024 0.023 0.053 -0.010 -0.658
C -0.990 -4.658 0.898 -0.014 -0.045 0.031 -0.709
C -1.018 -3.325 0.526 0.011 0.152 -0.027 -0.021
C -1.672 -1.165 -2.968 0.522 0.354 0.335 0.726
C -0.519 -1.629 -3.606 0.007 0.048 0.137 -0.514
C -0.423 -1.590 -4.982 0.060 -0.013 -0.104 -0.881
C -1.476 -1.089 -5.735 -0.015 0.003 0.071 -0.682
C -2.620 -0.625 -5.104 -0.055 0.015 -0.038 -0.704
C -2.721 -0.649 -3.723 -0.063 0.011 0.191 -0.769
H 0.137 2.478 -4.057 0.093 -0.072 -0.079 0.585
H -1.603 2.277 -3.860 -0.102 -0.142 -0.081 0.386
H -0.488 1.328 -2.866 0.051 -0.159 -0.121 -0.148
H -0.720 4.376 -2.757 -0.057 -0.006 0.119 0.562
H 0.730 2.408 -0.911 0.384 0.434 -0.089 0.102
H 0.696 4.181 -0.749 0.071 -0.027 0.150 0.577
H 1.521 3.446 -2.125 0.194 -0.113 0.019 0.550
H -1.592 3.842 -0.384 -0.069 -0.077 -0.125 0.754
H -3.174 3.841 -2.932 -0.015 -0.111 0.137 0.392
H -3.648 4.493 -1.345 0.092 -0.119 -0.070 0.329
H -5.780 1.419 -0.420 -0.015 0.084 0.048 0.614
H -7.094 -0.526 0.334 -0.078 0.065 0.022 0.480
H -6.016 -2.751 0.453 -0.042 -0.073 0.058 0.489
H -3.674 -3.012 -0.154 0.001 -0.043 0.006 0.373
H -1.983 -3.698 -2.706 -0.032 -0.048 -0.077 0.488
H -1.909 -6.061 -2.042 -0.013 -0.063 -0.051 0.471
H -1.294 -6.683 0.264 0.010 -0.077 0.048 0.449
H -0.718 -4.934 1.905 0.045 0.009 0.102 0.537
H -0.770 -2.545 1.234 0.070 -0.002 0.123 0.392
H 0.290 -2.038 -3.014 0.085 -0.041 -0.034 0.707
H 0.470 -1.948 -5.471 0.082 -0.070 -0.050 0.485
H -1.409 -1.068 -6.812 0.011 0.011 -0.083 0.438
H -3.442 -0.246 -5.691 -0.084 0.035 -0.047 0.482
H -3.618 -0.282 -3.245 -0.081 -0.016 0.017 0.481
C -4.492 2.218 2.936 0.209 -0.299 -0.162 -0.977
S -2.888 1.529 2.474 0.132 0.161 0.026 0.149
C -3.123 -0.162 3.064 -0.148 0.426 -0.002 -0.394
H -5.259 1.791 2.293 -0.193 0.031 0.073 0.195
H -4.454 3.292 2.799 0.005 0.137 -0.010 0.369
H -4.699 1.994 3.977 -0.096 0.036 0.122 0.405
H -3.185 -0.157 4.150 0.014 -0.136 0.033 0.480
H -2.263 -0.740 2.742 0.054 -0.145 0.003 -0.171
H -4.039 -0.564 2.640 -0.033 -0.188 -0.040 0.191


Record 2
107
Properties=species:S:1:pos:R:3:forces:R:3:lowdin_spin:R:1 method="wB97M-V/def2-TZVPD" de_lowest_kcal_mol=42.61 homo_ev="-9.5691 / -9.9581" multiplicity=4 total_charge=+1 lumo_energy_ev="-2.56 / -3.33" gap_ev="7.01 / 6.63"
Re 0.208 0.599 0.232 0.427 0.304 -0.198 2.281
O -0.251 -1.250 -0.094 -0.378 0.107 -0.102 0.138
C 0.418 -2.410 0.179 0.211 -0.340 -0.340 0.020
C 1.610 -4.898 -0.965 -0.064 0.032 -0.029 0.019
C 2.157 -5.368 0.169 -0.012 0.000 -0.024 0.005
C 2.639 -4.636 1.298 0.004 0.096 0.090 0.024
C 2.320 -3.383 1.719 0.017 -0.078 -0.043 -0.001
C 1.448 -2.327 1.279 -0.006 0.039 0.278 0.036
C 1.386 -1.281 2.190 0.082 -0.252 -0.148 0.007
N 0.791 -0.110 2.030 0.107 0.223 -0.033 0.033
C 0.176 0.554 3.167 -0.079 0.023 0.106 0.006
C -1.311 0.654 2.822 -0.023 -0.028 0.131 0.004
N -1.429 1.109 1.426 -0.091 0.066 -0.017 0.012
C -2.492 1.740 1.058 -0.009 -0.026 -0.056 0.052
C -2.777 2.237 -0.255 0.035 0.051 -0.029 0.011
C -3.998 2.924 -0.418 0.003 0.028 -0.125 0.009
C -4.348 3.495 -1.615 -0.021 -0.025 0.115 0.006
C -3.460 3.399 -2.690 0.018 -0.007 -0.036 0.012
C -2.261 2.737 -2.570 0.010 -0.028 0.155 0.004
C -1.885 2.130 -1.356 -0.160 0.121 -0.003 0.016
O -0.731 1.507 -1.309 0.006 -0.048 -0.078 0.117
H 1.184 -5.608 -1.659 -0.019 0.010 0.037 0.001
H 2.235 -6.448 0.258 0.003 -0.002 -0.026 0.000
H 3.302 -5.190 1.951 -0.004 0.007 0.032 0.002
H 2.844 -3.096 2.626 0.030 -0.036 0.022 -0.001
H 1.845 -1.448 3.166 -0.030 -0.039 -0.015 0.001
H 0.612 1.541 3.319 -0.034 0.026 0.009 0.000
H 0.310 -0.026 4.083 -0.011 0.025 -0.032 0.000
H -1.855 1.328 3.488 0.042 -0.035 0.006 -0.001
H -1.757 -0.343 2.878 0.022 0.029 0.053 -0.001
H -3.253 1.931 1.817 0.023 -0.001 -0.036 0.002
H -4.663 2.996 0.433 -0.039 0.011 0.039 0.000
H -5.287 4.016 -1.725 -0.032 0.012 0.007 0.000
H -3.718 3.853 -3.637 -0.005 0.017 -0.030 0.000
H -1.574 2.677 -3.401 0.033 -0.026 -0.027 0.000
C -0.640 -3.479 0.468 0.035 0.113 0.105 0.002
P 1.462 -3.186 -1.413 0.139 -0.016 0.190 0.010
C 3.107 -2.440 -1.390 -0.030 0.043 0.003 0.003
C 0.980 -3.355 -3.180 -0.066 -0.040 0.086 0.001
C 1.487 -4.472 -3.855 0.015 -0.090 -0.015 0.001
C 1.180 -4.695 -5.184 -0.001 -0.003 0.004 0.000
C 0.344 -3.816 -5.857 0.042 -0.035 0.002 0.000
C -0.121 -2.690 -5.207 -0.027 0.001 0.006 0.000
C 0.207 -2.430 -3.877 0.013 0.044 -0.060 0.000
P -0.167 -0.827 -3.082 -0.037 -0.049 -0.019 0.001
C -1.975 -1.016 -2.824 -0.067 0.076 0.010 0.000
C -0.155 0.253 -4.571 -0.024 0.000 -0.061 0.000
H -0.215 -4.405 0.837 0.045 -0.021 -0.002 0.000
H -1.239 -3.685 -0.420 -0.020 0.006 -0.057 0.000
H -1.294 -3.066 1.238 -0.016 -0.006 0.015 0.000
H 3.569 -2.591 -2.364 0.020 -0.039 -0.010 0.000
H 3.702 -2.924 -0.616 0.007 0.019 -0.002 0.000
H 3.008 -1.376 -1.177 -0.018 -0.051 -0.017 0.000
H 2.149 -5.164 -3.354 -0.005 0.002 -0.043 0.000
H 1.592 -5.556 -5.691 0.018 -0.022 -0.010 0.000
H 0.083 -3.996 -6.891 -0.018 -0.008 -0.037 0.000
H -0.737 -1.984 -5.749 -0.011 -0.005 -0.011 0.000
H -2.488 -1.333 -3.734 0.029 -0.011 -0.003 0.000
H -2.387 -0.058 -2.504 -0.042 -0.066 -0.034 0.000
H -2.159 -1.742 -2.034 0.012 -0.030 0.031 0.000
H 0.700 0.002 -5.202 0.007 0.033 0.049 0.000
H -0.040 1.284 -4.251 -0.036 0.092 0.015 0.000
H -1.067 0.166 -5.164 0.020 0.011 0.002 0.000
C 1.885 2.999 -3.133 0.056 0.013 0.022 0.001
C 3.280 2.421 -2.927 -0.002 -0.033 -0.041 0.000
C 4.339 3.317 -3.549 -0.059 -0.057 -0.015 0.000
C 3.363 1.002 -3.477 0.004 0.050 -0.081 0.001
O 3.589 2.388 -1.516 0.043 0.020 -0.030 0.001
Si 2.774 1.775 -0.268 0.192 0.000 -0.052 0.010
O 2.011 0.381 -0.578 0.092 -0.021 -0.010 0.127
O 1.372 2.615 0.164 -0.297 -0.283 0.347 0.020
C 1.264 3.979 0.693 0.016 0.129 -0.143 0.002
C 1.120 3.907 2.200 -0.007 -0.034 -0.018 0.002
C 0.035 4.605 0.054 0.060 -0.053 0.034 0.001
C 2.521 4.742 0.303 -0.078 0.192 0.076 0.000
O 3.725 1.857 1.033 -0.285 -0.063 0.159 0.000
C 4.896 1.139 1.453 0.191 0.094 -0.049 0.000
C 5.029 -0.155 0.664 0.020 -0.019 0.091 0.000
C 6.090 2.057 1.214 -0.039 -0.097 0.018 0.000
C 4.709 0.849 2.934 0.037 0.041 -0.043 0.000
H 1.640 3.026 -4.196 0.035 0.011 -0.016 0.000
H 1.835 4.018 -2.748 -0.003 0.038 -0.005 0.000
H 1.135 2.397 -2.619 -0.041 -0.037 0.022 0.000
H 4.179 3.406 -4.623 -0.008 0.003 -0.056 0.000
H 5.332 2.902 -3.380 0.032 -0.017 0.019 0.000
H 4.301 4.312 -3.108 -0.009 0.042 0.023 0.000
H 3.147 1.002 -4.547 0.019 0.007 -0.016 0.000
H 2.644 0.355 -2.976 -0.047 -0.016 0.015 0.001
H 4.366 0.600 -3.334 0.046 -0.018 0.034 0.000
H 0.192 3.400 2.462 -0.063 -0.018 0.031 0.001
H 1.077 4.913 2.618 0.018 0.024 -0.001 0.000
H 1.965 3.379 2.642 0.038 -0.024 0.008 0.000
H -0.867 4.057 0.324 -0.040 -0.036 0.014 0.000
H 0.124 4.610 -1.032 -0.002 -0.010 -0.032 0.000
H -0.081 5.633 0.399 0.024 0.006 0.002 0.000
H 3.416 4.272 0.708 0.023 -0.003 0.026 0.000
H 2.456 5.753 0.706 0.004 0.005 -0.003 0.000
H 2.617 4.813 -0.777 0.019 -0.005 -0.051 0.000
H 5.096 0.053 -0.405 0.001 0.005 -0.085 0.000
H 4.172 -0.803 0.849 -0.043 -0.014 -0.014 0.000
H 5.934 -0.687 0.961 0.019 0.005 0.002 0.000
H 6.198 2.268 0.151 -0.013 0.006 -0.038 0.000
H 7.010 1.596 1.574 0.025 -0.022 0.009 0.000
H 5.948 3.000 1.742 -0.010 0.018 0.020 0.000
H 3.794 0.276 3.089 -0.049 -0.048 -0.009 0.000
H 4.636 1.778 3.498 -0.014 0.040 0.013 0.000
H 5.550 0.276 3.321 0.052 -0.026 0.030 0.000


E, respectively: -3369.12371; -3093.66547 Ha.